Entry 1:
The following is a DFT calculation (ωB97M-V/def2-TZVPD) of a single CH2N4O2 molecule.

The geometry in XYZ format:
```
9
Properties=species:S:1:pos:R:3:forces:R:3
N -2.993052 -2.037852 0.018758 -1.7 -2.1 0.2
C -2.164857 -1.270357 -0.007974 1.9 2.8 -0.2
N -1.332885 -0.206919 -0.107063 2.8 0.1 0.5
N 0.043585 -0.308901 0.090370 1.0 -1.1 0.4
N -1.845918 1.099658 0.000885 0.0 -0.5 -0.7
O -3.029259 1.084319 0.047749 -1.7 1.3 0.3
O -1.056450 2.011926 -0.109818 -0.5 -0.4 0.4
H 0.380096 -0.442490 1.057375 -1.0 0.2 -0.5
H 0.596271 0.450498 -0.304522 -0.9 -0.2 -0.4
```
Positions in Å, forces in eV/Å.

Results
Orbital gap in eV: 10.41
E in eV: -11119.19530
E_HOMO in eV: -10.6
ΔE to the lowest compared entry with this formula, charge and spin in kJ/mol: 427.02

***

Entry 2:
The following is a DFT calculation (ωB97M-V/def2-TZVPD) of a molecular structure, C21H52FN5O13S2.

The geometry in XYZ format:
```
94
Properties=species:S:1:pos:R:3:forces:R:3
N 3.815985 1.109306 2.105194 -1.2 0.5 -0.2
C 4.033626 2.477365 1.675784 -0.4 -1.9 -0.4
O 3.838646 2.489228 0.333586 0.9 1.3 -0.4
O 5.386298 2.842615 2.097872 0.0 0.4 0.6
S 5.268422 2.996663 3.700694 1.0 -0.5 0.7
O 6.139438 3.986475 4.194952 -0.2 1.0 -0.6
O 5.387633 1.745204 4.355844 -0.7 -0.6 -0.3
O 3.696193 3.465425 3.726893 0.4 -0.4 0.1
C 3.205786 3.543056 2.387249 0.6 0.8 0.3
C 1.707229 3.467075 2.176701 0.0 -0.6 0.3
C 1.115755 2.226858 2.824257 0.0 -0.3 -0.5
O -0.304416 2.365603 2.928007 0.0 -0.4 0.2
C -0.809156 1.140870 3.288853 -0.7 -0.5 -1.0
O -1.410164 0.427726 2.527147 0.6 1.0 1.2
S 3.577376 5.313702 1.941437 -1.6 0.7 -0.8
O 3.003563 6.095119 2.970494 0.4 -0.1 0.9
O 3.141559 5.581362 0.623050 0.5 -0.4 -0.7
F 5.109379 5.471408 2.020959 0.2 -0.2 0.0
H 4.661144 0.566488 2.016148 0.2 0.0 0.2
H 3.409011 1.020561 3.021451 0.3 -0.2 0.2
H 3.590735 1.596681 0.085282 0.0 -0.3 -0.1
H 1.213494 4.385732 2.469057 -0.1 0.0 0.4
H 1.580555 3.358937 1.105924 0.0 0.2 -0.3
H 1.297953 1.393226 2.147441 0.1 -0.1 0.0
H 1.584195 1.950548 3.771496 -0.2 0.4 0.4
H -0.586651 0.868507 4.330289 0.0 0.0 0.0
C -4.727829 -0.725237 -1.428582 0.0 -0.1 0.1
C -4.173368 -0.475668 -0.028904 0.0 0.2 -0.4
C -4.952984 0.587024 0.760492 0.1 -0.2 0.3
O -4.668159 1.922448 0.388770 -0.2 0.0 -0.1
C -5.400645 2.405276 -0.721172 0.2 0.1 0.0
N -2.750853 -0.144583 -0.135471 0.0 0.0 0.3
H -4.495810 0.090918 -2.114376 0.0 0.0 0.0
H -4.296439 -1.629976 -1.852785 0.0 0.0 0.0
H -5.810263 -0.856322 -1.408180 0.0 0.0 -0.1
H -4.259916 -1.414923 0.526537 0.0 0.0 0.1
H -4.657825 0.509888 1.810589 0.1 0.1 0.0
H -6.034102 0.398861 0.720799 0.0 0.0 -0.1
H -6.420354 2.009613 -0.735933 0.0 -0.1 0.0
H -4.896928 2.166814 -1.661092 -0.1 -0.1 -0.1
H -5.451054 3.490800 -0.636392 0.0 0.0 0.1
H -2.352994 -0.061104 0.796874 0.0 -0.1 -0.2
H -2.689181 0.799677 -0.507683 0.0 0.0 -0.1
C 7.751098 -0.316870 5.457501 -0.1 0.0 0.1
C 8.727904 -1.467567 5.247109 0.0 0.3 -0.1
C 10.139956 -1.178932 5.778961 0.0 -0.3 0.0
O 10.918134 -0.338960 4.949184 0.0 0.1 0.2
C 10.711307 1.049523 5.136752 0.1 0.0 -0.2
N 8.739281 -1.824814 3.824634 0.1 -0.1 0.1
H 7.937258 0.514523 4.778869 0.0 0.0 0.0
H 6.730426 -0.652234 5.277370 0.0 0.0 0.0
H 7.802002 0.060479 6.480839 0.0 0.0 0.0
H 8.344216 -2.326142 5.806520 0.1 0.0 0.0
H 10.683480 -2.126859 5.823151 0.0 0.0 -0.1
H 10.106770 -0.785684 6.803154 -0.1 0.1 0.0
H 10.525231 1.292316 6.186635 -0.1 0.0 0.0
H 9.885985 1.413249 4.520248 -0.1 0.1 0.1
H 11.617278 1.563801 4.817263 0.0 -0.1 0.0
H 9.321939 -2.647068 3.694391 -0.1 -0.1 0.0
H 9.241725 -1.091328 3.332011 -0.1 0.1 0.0
C -7.914772 -1.902986 -4.725966 0.0 0.1 -0.1
C -7.105312 -3.174891 -4.497495 -0.3 0.2 0.2
C -7.943548 -4.459709 -4.583788 0.3 -0.2 -0.1
O -8.725352 -4.728443 -3.436286 -0.1 0.0 -0.1
C -9.981018 -4.076456 -3.397853 0.0 -0.1 0.2
N -6.399409 -3.061952 -3.217906 0.0 -0.3 -0.1
H -8.548167 -1.659169 -3.873068 0.0 -0.1 0.0
H -7.246633 -1.056092 -4.882280 0.0 0.0 0.0
H -8.550070 -1.995238 -5.609133 0.0 0.0 0.0
H -6.354789 -3.228205 -5.291856 0.0 -0.1 0.0
H -7.255097 -5.304788 -4.669513 0.0 0.0 0.1
H -8.568148 -4.468243 -5.486355 0.0 0.1 0.0
H -10.428911 -4.002632 -4.392875 0.0 0.1 0.0
H -9.896379 -3.081531 -2.954114 -0.1 0.1 -0.1
H -10.640617 -4.668396 -2.763934 0.0 0.0 0.0
H -5.791828 -3.868987 -3.104352 0.1 0.1 0.0
H -7.089131 -3.174010 -2.479331 0.0 0.1 0.0
C -2.316819 -0.266066 -5.165273 -0.2 -0.1 -0.1
C -1.104252 -1.061961 -5.637629 0.0 0.3 0.2
C -0.487239 -1.944882 -4.541865 0.1 -0.2 -0.2
O 0.310257 -1.249468 -3.605534 -0.1 0.0 0.1
C -0.413431 -0.652976 -2.540426 0.2 0.1 0.0
N -0.125301 -0.137496 -6.216801 0.1 -0.2 0.0
H -2.036734 0.566369 -4.520047 0.1 0.0 0.0
H -2.845817 0.154213 -6.020781 0.1 0.0 0.0
H -3.016279 -0.902375 -4.618300 0.0 0.0 0.0
H -1.445736 -1.731148 -6.433293 0.1 -0.1 0.0
H 0.187302 -2.658401 -5.024154 0.0 0.0 0.0
H -1.257664 -2.534901 -4.028376 -0.1 0.1 0.0
H -1.265901 -1.259865 -2.232084 -0.1 0.1 0.0
H -0.750793 0.350366 -2.813131 -0.2 0.0 0.1
H 0.262749 -0.554651 -1.690920 0.0 -0.1 0.0
H 0.642898 -0.673292 -6.610857 0.0 0.0 -0.1
H 0.303074 0.371630 -5.448534 -0.1 0.1 0.0
```
Positions in Å, forces in eV/Å.

Results
Orbital gap in eV: 9.07
E in eV: -81071.58860
E_HOMO in eV: -8.9

***

Entry 3:
The following is a DFT calculation (ωB97M-V/def2-TZVPD) of a gas-phase ion, C7H11IN3O (charge +1).

The geometry in XYZ format:
```
23
Properties=species:S:1:pos:R:3:forces:R:3
C -0.082190 3.099911 -0.576495 -0.5 3.3 0.7
C -1.480375 3.048939 -0.463078 2.0 2.3 -0.8
C 0.302738 1.817807 -0.182508 -1.4 -0.6 0.0
C 0.845969 -2.034693 0.781853 -0.2 2.4 0.1
C -2.181551 -0.757192 0.747393 -0.1 -0.5 -0.9
C 2.322400 -2.633220 -1.006327 1.2 -2.0 0.5
C -0.870782 -0.343901 0.210982 3.3 -2.3 -0.9
N -1.916067 1.833898 -0.250198 -0.7 -1.0 0.7
N -0.819388 1.093488 -0.063756 1.0 -0.2 0.9
N 1.543795 -1.815502 -0.491736 -1.3 -0.2 1.8
O 0.286937 -0.733462 1.060335 -1.9 1.5 -0.1
I 2.274801 0.974072 -0.092295 3.2 -2.5 0.0
H 0.600744 4.041454 -0.666365 -1.5 -2.1 0.0
H -2.069873 3.926061 -0.440937 -1.1 0.3 -0.4
H 1.358324 -2.181149 1.743306 0.8 -0.4 -0.8
H 0.029063 -2.710678 0.781079 -0.6 -1.1 -0.7
H -2.581282 -0.319969 1.625071 0.5 0.5 1.3
H -2.414573 -1.812945 0.703411 0.4 -0.2 0.0
H -2.744876 -0.288365 0.012330 -2.1 0.3 -1.5
H 2.638268 -3.649059 -0.562683 -0.5 1.5 -0.7
H 2.747825 -2.265399 -1.917117 0.6 -0.5 -0.7
H -0.543340 -0.758771 -0.830364 -1.3 0.0 1.7
H 2.753432 2.468669 -0.121902 0.0 1.4 -0.1
```
Positions in Å, forces in eV/Å.

Results
Orbital gap (alpha / beta) in eV: 7.29 / 5.97
E in eV: -22040.89044
E_HOMO (alpha / beta) in eV: -10.3 / -13.6
Charge: +1
ΔE to the lowest compared entry with this formula, charge and spin in kJ/mol: 389.18
2S+1: 3